145
Properties=species:S:1:pos:R:3:forces:R:3 method="wB97M-V/def2-TZVPD" e_lumo_ev="-0.85 / -3.20" multiplicity=3 relative_energy_kj_mol=0.00
Pd -1.358 2.475 -0.152 1.6 -1.8 0.0
C -0.443 -1.565 1.164 -0.5 4.7 -1.2
C -0.524 -0.206 0.629 2.1 -4.9 -0.6
C 0.380 0.192 -0.605 0.4 -3.1 0.4
O 0.253 1.353 -1.044 -0.7 2.8 -0.3
C 1.200 -0.780 -1.209 -2.2 3.7 0.8
C 1.236 -2.032 -0.661 4.3 -4.9 -1.6
C 0.432 -2.448 0.559 0.3 -5.5 2.5
O 0.501 -3.650 1.100 0.3 4.1 -2.6
O 2.093 -2.842 -1.213 -3.0 1.7 2.1
O -1.347 0.609 1.047 -1.5 3.0 0.4
H -1.033 -1.811 2.035 0.0 -0.2 -0.1
H 1.771 -0.537 -2.093 0.0 -0.1 0.0
F 4.827 -1.135 -5.431 -0.7 -0.5 -0.2
C 3.569 -1.533 -5.766 -0.8 -0.1 0.2
C 3.190 -1.544 -7.101 0.5 0.4 -0.3
C 1.872 -1.837 -7.463 0.7 -0.8 1.0
C 1.038 -2.186 -6.436 -1.6 -0.7 -0.6
C 1.394 -2.214 -5.107 -1.0 -0.4 -0.1
C 2.653 -1.908 -4.755 2.7 1.1 0.1
H 3.930 -1.347 -7.863 0.1 0.2 0.0
H 1.508 -2.029 -8.461 0.4 0.5 -0.2
H 0.077 -2.595 -6.711 -0.4 0.2 0.1
H 0.690 -2.521 -4.348 -0.1 -0.1 0.1
H 2.973 -1.925 -3.724 0.1 -0.1 0.1
F -3.088 2.704 -7.374 1.2 -0.6 1.7
C -2.193 2.331 -6.361 0.5 -0.3 0.0
C -1.681 1.034 -6.277 0.9 -0.1 0.5
C -0.723 0.710 -5.258 -1.7 0.8 -0.3
C -0.377 1.668 -4.318 0.6 -0.3 -1.0
C -0.788 2.990 -4.477 -0.7 -1.6 0.9
C -1.758 3.277 -5.424 -0.4 0.8 -0.5
H -1.954 0.251 -6.969 -0.2 0.1 -0.2
H -0.370 -0.296 -5.088 -0.1 -0.1 -0.5
H 0.279 1.377 -3.511 0.1 0.2 0.1
H -0.464 3.593 -3.642 -0.2 1.0 -0.4
H -2.219 4.254 -5.429 0.1 0.2 -0.2
F 0.857 -6.608 2.799 -0.1 -0.4 0.1
C -0.041 -6.688 3.796 -0.4 0.2 -0.5
C -0.149 -7.834 4.561 0.8 0.4 0.7
C -0.971 -7.793 5.686 -0.6 0.2 -0.7
C -1.817 -6.714 5.882 0.2 0.3 0.0
C -1.749 -5.587 5.035 -0.2 -1.1 1.3
C -0.869 -5.583 3.987 0.0 0.0 -0.4
H 0.510 -8.679 4.427 0.1 0.0 -0.3
H -1.006 -8.619 6.381 0.0 -0.2 -0.1
H -2.511 -6.784 6.707 0.0 0.4 0.1
H -2.335 -4.716 5.288 -0.2 0.0 -0.3
H -0.902 -4.761 3.287 0.6 0.1 -0.1
F 0.567 3.368 0.933 0.3 0.3 1.0
C 1.719 4.077 1.222 0.4 0.3 -1.8
C 2.629 4.113 0.172 1.3 0.1 0.6
C 3.799 4.875 0.358 -1.0 0.1 -0.2
C 3.954 5.632 1.512 1.1 -0.3 -0.6
C 3.060 5.549 2.539 -0.1 0.4 -0.3
C 1.899 4.822 2.354 -0.8 -0.3 1.4
H 2.508 3.512 -0.717 -0.2 0.0 0.0
H 4.541 4.984 -0.419 -0.1 -0.3 -0.2
H 4.820 6.271 1.605 0.1 0.0 0.0
H 3.273 6.128 3.425 -0.4 -0.1 0.2
H 1.196 4.836 3.173 -0.4 -0.3 -0.1
F -2.438 1.268 -1.721 0.7 1.8 0.4
C -2.995 0.255 -2.341 -0.8 -3.4 -1.2
C -4.275 0.376 -2.829 -0.4 -0.4 -0.3
C -4.859 -0.707 -3.522 0.7 -0.5 1.2
C -4.173 -1.931 -3.576 0.0 0.5 -0.8
C -2.878 -2.042 -3.094 0.6 1.5 -0.4
C -2.272 -0.938 -2.498 -0.3 0.5 0.0
H -4.785 1.314 -2.666 -0.2 0.1 -0.2
H -5.870 -0.656 -3.898 0.0 0.2 -0.1
H -4.533 -2.754 -4.175 -0.5 0.0 0.1
H -2.196 -2.816 -3.413 -0.3 -0.6 0.4
H -1.217 -0.985 -2.273 0.1 0.1 0.3
F -7.105 -2.946 1.233 0.6 0.3 -0.5
C -5.777 -3.269 1.173 -0.4 -1.0 -0.4
C -5.221 -3.735 2.329 0.0 0.3 1.0
C -3.891 -4.052 2.321 1.9 0.1 -1.1
C -3.178 -4.053 1.121 0.4 -0.3 -0.3
C -3.790 -3.749 -0.096 0.6 0.1 0.8
C -5.072 -3.314 -0.040 -2.6 1.3 0.4
H -5.719 -3.794 3.286 -0.5 0.2 -0.2
H -3.316 -4.206 3.222 -0.3 -0.4 0.2
H -2.121 -4.270 1.080 0.2 -0.1 0.3
H -3.276 -3.736 -1.045 0.2 -0.1 0.1
H -5.592 -2.859 -0.870 0.0 -0.3 -0.4
F 2.766 0.184 1.968 -0.2 -1.1 -1.2
C 2.564 0.797 3.113 1.0 1.2 0.5
C 3.462 1.807 3.416 -0.5 -0.8 -0.3
C 3.181 2.523 4.540 0.3 1.0 1.1
C 2.081 2.270 5.352 -0.3 -0.4 -0.1
C 1.237 1.200 5.040 0.5 1.2 0.9
C 1.514 0.469 3.928 -0.7 -1.2 -1.3
H 4.320 1.989 2.785 0.0 0.1 0.0
H 3.865 3.316 4.805 0.0 0.2 0.1
H 1.877 2.888 6.214 0.1 0.0 0.1
H 0.383 0.972 5.661 0.0 -0.1 0.0
H 0.887 -0.349 3.604 -0.1 -0.2 0.0
F -1.850 3.274 1.950 0.3 0.3 -0.6
C -2.373 3.898 3.008 -0.3 -0.2 1.6
C -2.310 3.200 4.191 0.3 -0.7 -0.4
C -2.852 3.727 5.330 0.7 -1.2 0.6
C -3.454 4.946 5.330 -0.8 0.9 -0.6
C -3.508 5.664 4.137 0.2 -0.5 -0.3
C -2.943 5.130 2.944 -0.4 1.2 0.6
H -1.874 2.212 4.193 0.2 0.0 0.0
H -2.750 3.123 6.219 -0.2 0.1 0.2
H -3.976 5.280 6.215 0.2 0.3 0.0
H -4.034 6.606 4.161 0.1 0.1 -0.4
H -2.900 5.676 2.013 -0.3 0.2 0.0
F 6.813 -0.017 -3.710 -1.1 1.3 0.4
C 5.833 0.928 -3.495 0.0 1.3 -1.0
C 4.694 0.635 -2.785 -0.3 -1.0 0.6
C 3.678 1.566 -2.615 0.9 1.6 -0.8
C 3.802 2.823 -3.265 -0.7 -0.5 0.9
C 4.900 3.151 -4.030 0.4 -1.2 0.5
C 5.927 2.213 -4.085 1.0 -1.4 -0.5
H 4.570 -0.350 -2.358 0.1 -0.2 0.2
H 2.855 1.346 -1.950 -0.2 0.0 -0.2
H 3.072 3.611 -3.153 -0.5 -0.2 0.1
H 4.934 4.093 -4.557 0.2 0.0 0.0
H 6.815 2.371 -4.678 0.1 0.3 -0.1
F -3.613 2.116 0.403 -1.2 0.5 0.2
C -4.723 1.721 1.104 -0.6 -1.6 1.5
C -4.547 0.836 2.189 0.2 -0.5 -0.7
C -5.641 0.165 2.741 0.3 1.3 -0.3
C -6.899 0.524 2.338 -1.4 0.2 -1.0
C -7.123 1.449 1.279 1.2 -0.8 1.5
C -6.011 2.033 0.682 -0.1 0.0 -0.6
H -3.607 0.439 2.543 0.6 0.6 -0.5
H -5.513 -0.594 3.498 0.2 0.0 0.0
H -7.709 -0.014 2.809 -0.4 0.2 -0.2
H -8.103 1.709 0.907 -0.1 -0.1 0.2
H -6.233 2.646 -0.179 0.5 0.3 -0.1
F 4.657 -3.841 0.434 1.5 0.8 0.1
C 5.546 -2.788 0.498 0.4 -0.4 -0.7
C 4.986 -1.519 0.551 0.9 -0.2 0.5
C 5.848 -0.424 0.670 -0.2 -0.3 -0.7
C 7.231 -0.558 0.652 0.1 -0.8 -0.2
C 7.802 -1.840 0.480 -1.4 0.7 0.3
C 6.973 -2.959 0.387 -1.2 0.5 0.3
H 3.924 -1.325 0.571 0.0 -0.5 -0.1
H 5.331 0.523 0.616 0.4 0.4 0.4
H 7.885 0.298 0.733 -0.1 0.1 0.0
H 8.876 -1.949 0.445 0.0 -0.1 -0.1
H 7.480 -3.903 0.248 -0.5 -0.3 0.0

---

41
Properties=species:S:1:pos:R:3:forces:R:3 method="wB97M-V/def2-TZVPD" e_lumo_ev=0.20 smiles="O=C(N[C@H](Cc1cc(=O)[nH]c2ccccc12)C(=O)O)c1ccc(Cl)cc1" relative_energy_kj_mol=19.69
O -1.305 -0.046 1.867 0.1 0.1 0.3
C -1.811 -0.315 0.795 0.0 -0.1 -0.2
N -1.101 -0.866 -0.218 0.1 -0.3 -0.4
C 0.295 -1.214 -0.084 0.1 0.2 0.2
C 1.157 0.064 -0.170 0.0 -0.2 0.1
C 2.621 -0.059 0.154 0.1 -0.3 0.2
C 3.151 -1.132 0.780 -0.4 0.2 -0.1
C 4.564 -1.263 1.082 0.3 0.2 0.0
O 5.083 -2.222 1.621 0.0 -0.3 0.1
N 5.331 -0.187 0.686 0.3 -0.2 0.1
C 4.855 0.946 0.092 -0.4 0.4 -0.3
C 5.730 1.988 -0.228 0.0 0.0 0.0
C 5.253 3.138 -0.812 0.0 -0.1 0.0
C 3.893 3.268 -1.081 -0.1 0.1 -0.1
C 3.024 2.245 -0.777 0.1 -0.1 0.0
C 3.478 1.055 -0.193 0.5 0.2 0.0
C 0.627 -2.152 -1.233 -0.4 0.0 -0.2
O -0.017 -2.194 -2.249 -0.1 0.0 -0.1
O 1.692 -2.906 -1.011 0.5 -0.3 0.3
C -3.249 -0.051 0.496 -0.3 0.1 0.1
C -3.981 -0.786 -0.433 0.1 0.1 0.1
C -5.318 -0.504 -0.647 -0.1 0.1 0.0
C -5.926 0.518 0.067 0.3 -0.1 0.0
Cl -7.592 0.873 -0.210 -0.2 0.0 0.0
C -5.214 1.250 1.005 -0.1 0.0 -0.1
C -3.882 0.956 1.219 0.2 -0.1 -0.1
H -1.496 -1.001 -1.137 0.0 0.0 0.1
H 0.447 -1.702 0.883 0.0 0.0 -0.2
H 1.040 0.472 -1.177 0.0 0.0 0.0
H 0.715 0.774 0.537 0.0 0.0 -0.1
H 2.557 -1.977 1.081 0.0 -0.1 0.0
H 6.323 -0.250 0.883 -0.2 -0.1 0.0
H 6.781 1.879 -0.005 0.1 0.0 0.0
H 5.931 3.942 -1.055 0.1 0.1 0.0
H 3.520 4.176 -1.529 0.0 0.1 0.0
H 1.975 2.377 -0.986 -0.1 0.0 0.0
H 1.889 -3.476 -1.773 -0.3 0.2 0.0
H -3.527 -1.600 -0.977 0.0 -0.1 -0.1
H -5.890 -1.075 -1.361 -0.1 0.0 0.0
H -5.702 2.035 1.562 -0.1 0.1 0.0
H -3.309 1.501 1.953 0.0 0.0 0.1

---

15
Properties=species:S:1:pos:R:3:forces:R:3 method="wB97M-V/def2-TZVPD" e_lumo_ev=-0.34 relative_energy_kj_mol=730.12
C -1.734 -2.006 0.759 -0.4 0.8 1.4
C -0.426 0.134 1.455 2.2 1.5 -1.2
C 0.162 0.959 0.124 0.1 2.6 3.5
C -0.354 -0.170 -0.620 -1.5 -0.3 -4.5
C 0.664 -1.110 -1.041 -2.3 2.8 1.2
C 1.367 -1.926 -1.476 1.9 -3.2 -1.3
H -2.745 -2.259 0.073 2.8 0.7 2.2
H -1.957 -1.567 1.984 0.0 -2.7 -3.4
H -0.941 -2.969 0.700 -2.0 2.8 0.3
H -1.098 0.586 2.312 1.9 -0.8 -1.5
H 0.896 -0.181 1.704 -4.1 -0.1 0.0
H -0.917 0.174 -1.612 0.9 -0.7 1.8
H 1.712 -2.847 -1.843 0.8 -0.3 -0.3
N -1.234 -0.621 0.430 0.9 -0.7 1.7
S 0.976 2.383 -0.095 -1.3 -2.3 0.1

---

86
Properties=species:S:1:pos:R:3:forces:R:3 method="wB97M-V/def2-TZVPD" e_lumo_ev=-4.69 charge=+1
Os -0.172 0.370 0.867 0.2 0.2 0.0
O 2.357 -0.970 2.001 0.0 0.0 0.1
N 1.965 0.036 1.150 -0.2 0.1 -0.2
C 2.988 0.640 0.679 0.0 0.0 0.1
C 3.080 1.771 -0.252 0.0 -0.1 0.1
C 4.390 2.025 -0.672 0.0 0.0 0.0
C 4.684 3.044 -1.558 0.0 0.0 0.0
C 3.659 3.847 -2.034 0.0 0.0 0.0
C 2.357 3.614 -1.618 0.0 0.0 0.0
C 2.044 2.586 -0.734 0.0 0.0 0.0
P 0.310 2.390 -0.221 0.0 0.1 0.0
C -0.701 2.787 -1.682 0.0 0.0 0.0
C -0.971 4.110 -2.039 0.0 0.0 0.0
C -1.731 4.393 -3.163 0.0 0.0 0.0
C -2.235 3.359 -3.942 0.0 0.0 0.0
C -1.982 2.043 -3.589 0.0 0.0 0.0
C -1.222 1.760 -2.464 0.0 0.0 0.0
C 0.019 3.801 0.891 0.1 0.0 0.1
C 1.062 4.310 1.662 0.0 0.0 0.0
C 0.808 5.266 2.635 0.0 0.0 0.0
C -0.487 5.718 2.846 0.0 0.0 0.0
C -1.529 5.215 2.079 0.0 0.0 0.0
C -1.280 4.256 1.108 0.0 0.0 0.0
H 1.528 -1.470 2.195 0.0 0.0 0.0
H 3.943 0.239 1.008 0.0 0.0 0.0
H 5.191 1.400 -0.296 0.0 0.0 0.0
H 5.705 3.210 -1.874 0.0 0.0 0.0
H 3.867 4.650 -2.727 0.0 0.0 0.0
H 1.570 4.245 -2.004 0.0 0.0 0.0
H -0.615 4.929 -1.427 0.1 0.0 0.0
H -1.935 5.422 -3.426 0.0 0.0 0.0
H -2.829 3.582 -4.818 0.0 0.0 0.0
H -2.381 1.233 -4.185 0.0 0.0 0.0
H -1.042 0.728 -2.201 0.0 0.0 0.0
H 2.077 3.964 1.508 0.0 0.0 0.0
H 1.625 5.661 3.224 0.0 0.0 0.0
H -0.683 6.468 3.601 0.0 0.0 0.0
H -2.539 5.575 2.231 0.0 0.0 0.0
H -2.099 3.871 0.512 0.0 0.0 0.0
C -4.378 1.702 2.242 0.0 0.0 0.0
C -2.922 1.368 2.103 -0.1 -0.1 -0.1
S -2.385 0.770 0.650 0.0 0.0 0.1
C -1.995 1.598 3.139 0.1 0.0 0.1
C -2.370 2.181 4.473 0.0 0.0 0.0
S -0.390 1.282 2.856 0.0 -0.1 -0.1
H -4.915 1.470 1.325 0.0 0.0 0.0
H -4.509 2.763 2.466 0.0 0.0 0.0
H -4.826 1.132 3.057 0.0 0.0 0.0
H -3.439 2.368 4.538 0.0 0.0 0.0
H -1.847 3.124 4.636 0.0 0.0 0.0
H -2.095 1.502 5.280 0.0 0.0 0.0
F -0.019 -5.180 -2.076 0.0 0.0 0.0
C -1.196 -4.536 -2.117 0.0 0.0 0.0
C -1.497 -3.629 -1.114 0.0 0.0 0.0
C -2.723 -2.997 -1.189 0.0 0.0 0.0
F -3.087 -2.107 -0.258 0.0 0.0 0.0
C -3.618 -3.249 -2.215 0.0 0.0 0.0
F -4.789 -2.620 -2.263 0.0 0.0 0.0
C -3.284 -4.164 -3.199 0.0 0.0 0.0
F -4.131 -4.413 -4.185 0.0 0.0 0.0
C -2.061 -4.818 -3.155 0.0 0.0 0.0
F -1.742 -5.696 -4.098 0.0 0.0 0.0
Ge -0.129 -3.343 0.248 0.1 0.0 0.2
S -0.540 -1.848 1.808 0.0 -0.2 0.0
C 1.415 -2.740 -0.819 0.0 0.0 0.0
C 1.320 -1.506 -1.418 0.0 -0.1 0.0
F 0.171 -0.766 -1.221 0.0 0.0 0.1
C 2.293 -0.938 -2.209 0.0 0.0 0.0
F 2.119 0.258 -2.769 0.0 0.0 0.0
C 3.466 -1.649 -2.402 0.0 0.0 0.0
F 4.435 -1.136 -3.145 0.0 0.0 0.0
C 3.617 -2.899 -1.819 0.0 0.0 0.0
F 4.736 -3.579 -2.017 0.0 0.0 0.0
C 2.592 -3.431 -1.051 0.0 0.0 0.0
F 2.772 -4.647 -0.542 0.0 0.0 -0.1
C 0.269 -4.984 1.217 0.0 0.0 -0.1
C -0.549 -6.101 1.222 0.0 0.0 0.0
F -1.682 -6.114 0.509 0.0 0.0 0.0
C -0.246 -7.234 1.956 0.0 0.0 0.0
F -1.052 -8.289 1.940 0.0 0.0 0.0
C 0.911 -7.260 2.716 0.0 0.0 0.0
F 1.215 -8.336 3.423 0.0 0.0 0.0
C 1.753 -6.158 2.737 0.0 0.0 0.0
F 2.866 -6.184 3.461 0.0 0.0 0.0
C 1.414 -5.046 1.993 0.0 0.0 0.0
F 2.254 -3.998 2.011 -0.1 0.1 0.1

---

9
Properties=species:S:1:pos:R:3:forces:R:3 method="wB97M-V/def2-TZVPD" e_lumo_ev=0.26 smiles="C=C(Br)CI" relative_energy_kj_mol=0.00
C -1.081 0.048 1.043 -0.1 0.1 0.1
C -0.255 0.453 0.108 1.8 -1.0 -2.4
Br 0.020 2.304 -0.261 -0.1 -0.1 0.2
C 0.644 -0.455 -0.902 -1.5 1.0 2.4
I 2.601 -0.699 -0.042 -0.2 0.0 -0.2
H -1.625 0.767 1.635 -0.1 0.1 0.1
H -1.246 -0.993 1.256 0.1 -0.3 -0.1
H 0.199 -1.444 -0.972 0.1 0.1 0.0
H 0.743 0.020 -1.866 0.0 0.1 0.0

---

24
Properties=species:S:1:pos:R:3:forces:R:3 method="wB97M-V/def2-TZVPD" e_lumo_ev=-3.21 relative_energy_kj_mol=124.68 charge=+1
C -1.313 -1.294 1.077 0.5 -0.9 -0.9
O -2.595 -1.255 0.496 0.1 0.5 0.0
C -0.240 -0.378 0.396 -3.1 0.7 -0.8
C -0.994 0.680 -0.512 0.7 -1.6 0.9
C -0.123 1.815 -1.004 -0.9 1.0 0.7
C 1.113 1.527 -1.814 1.1 0.6 -0.1
N 0.650 0.220 1.415 0.8 -0.8 0.3
H -0.967 -2.322 0.961 0.3 -0.1 0.6
H -1.422 -1.058 2.135 -0.1 0.1 0.0
H -2.555 -1.604 -0.405 -0.1 -0.1 0.3
H 0.326 -0.915 -0.331 1.0 -0.6 0.3
H -1.318 0.049 -1.343 0.0 0.2 -0.2
H -1.917 0.899 0.023 0.1 0.9 -0.2
H -0.778 2.479 -1.556 -0.1 0.1 -0.4
H 0.102 2.486 -0.161 0.3 -0.2 0.2
H 0.942 1.399 -2.879 -0.2 -0.6 0.1
H 1.791 2.386 -1.806 -0.3 0.3 0.1
H 1.781 0.777 -1.392 -0.4 -0.5 -0.2
H 0.330 0.372 2.364 -1.1 0.1 0.1
H 0.965 1.107 1.059 0.7 0.5 -0.2
H 1.425 -0.437 1.563 0.4 0.4 -0.6
H 2.801 -0.970 -0.970 -0.3 0.0 0.2
H 3.473 -1.532 0.235 -0.3 0.0 0.2
O 2.610 -1.183 -0.043 0.9 -0.1 -0.2

---

Record-wise total energy values, in a.u.: -4304.91247 -1603.79104 -685.49179 -6906.86993 -2988.38379 -405.07265